DFT (ωB97M-V/def2-TZVPD) results for C49H38F9KN7O9S5Sb as an isolated structure in a non-equilibrium geometry.

Summary:
Highest occupied orbital energy   -0.020 Eh
Charge   -2
Orbital gap   2.624 eV

CARTESIAN COORDINATES (ANGSTROEM)
H: -21.70132 10.59537 -1.10854
H: -22.50904 10.10095 -3.51900
S: -23.94972 20.46829 0.29063
C: -14.73184 16.56865 -0.00826
H: -25.48038 19.13160 4.58605
O: -22.51791 11.35837 2.91321
H: -13.50269 18.26082 -0.47326
O: -23.22056 9.66490 4.56898
F: -11.11573 12.62601 4.13304
H: -22.18841 16.22345 6.89881
O: -17.59252 13.96083 2.33134
C: -12.11332 13.50922 2.20554
H: -20.04708 20.26554 -3.67108
H: -25.15747 16.14166 4.57636
H: -14.49275 10.97232 -3.39712
H: -20.09309 15.74495 2.29206
H: -14.43490 16.55237 1.01474
H: -27.11356 17.31100 0.95284
H: -20.54520 13.62478 5.61812
C: -24.21692 11.40351 -3.20313
C: -18.08019 15.21456 2.40732
H: -17.53136 11.02722 0.44309
C: -22.10103 17.62582 -3.98509
C: -27.95939 21.18494 5.68055
H: -24.67667 11.12758 -4.17205
C: -15.26184 12.07005 -1.69807
C: -24.75047 12.38019 -2.40426
O: -19.63233 8.78737 1.46144
H: -28.69180 21.33669 6.45976
H: -14.82058 13.02428 -2.01051
F: -15.01855 8.53630 -2.49991
F: -18.38294 8.81069 4.22889
C: -23.55312 19.43895 1.62855
C: -26.41265 16.66675 1.42528
H: -15.81354 16.59253 -3.67046
H: -26.99417 22.73015 2.79441
C: -15.47046 16.64598 -2.66223
C: -24.51347 15.07656 2.75804
C: -26.17162 19.96170 4.60530
C: -23.29504 8.99644 1.99925
O: -21.75665 15.42735 6.59253
C: -19.40621 15.45403 3.08272
C: -21.54490 19.42827 -5.76525
H: -16.63058 14.88323 -2.19642
S: -26.01319 22.60423 0.60754
C: -27.08475 21.94242 3.56378
N: -25.26159 20.61145 2.51231
C: -16.05927 12.03955 -0.61050
C: -21.37610 18.76577 -4.41179
N: -20.73616 17.45937 -1.98741
H: -19.29814 16.35000 3.71345
C: -25.29892 15.98671 3.46643
C: -26.17328 20.88022 3.56749
H: -25.66881 15.71631 -0.33712
K: -21.27789 13.19740 1.33344
C: -14.61584 12.94742 3.27424
H: -21.56919 20.51033 -5.61637
C: -24.67549 14.96683 1.39499
O: -17.59369 16.12861 1.74404
H: -23.75663 14.50328 3.24074
C: -23.06960 10.70405 -2.78710
C: -27.95760 22.10889 4.57457
C: -20.02972 14.52991 5.27150
F: -22.92615 7.76425 2.34338
C: -13.28914 13.75091 1.47182
H: -20.76794 19.14539 -6.47753
C: -14.97490 10.89743 -2.44082
H: -22.50447 19.18852 -6.27454
H: -22.88580 17.15480 -4.57861
S: -22.21190 18.47341 1.42867
O: -20.73930 16.84968 5.04225
O: -19.87244 14.35803 3.84860
C: -14.23736 17.55186 -0.83569
C: -15.91972 15.61143 -1.84265
C: -27.05476 20.15651 5.67835
C: -25.57195 15.85322 0.73206
N: -24.45806 19.41897 2.63849
C: -20.84040 15.77207 5.62792
N: -24.58237 13.73090 -0.45934
Sb: -16.15717 13.84370 0.75377
H: -26.90610 17.42172 3.46492
C: -13.47788 12.66679 4.00645
H: -22.24141 16.12663 -2.40583
O: -19.82649 11.19562 1.66819
C: -14.55101 13.52021 2.03072
N: -23.15058 11.92334 -0.64806
H: -19.04760 14.64536 5.78159
H: -11.11274 13.77830 1.81910
C: -26.32663 16.71210 2.84190
N: -24.04946 13.93729 0.68559
N: -20.90763 9.49138 3.43064
H: -15.60982 12.63974 3.63778
C: -22.61903 11.03260 -1.48762
H: -19.37328 18.96084 -1.59102
H: -25.61089 13.02934 -2.65957
H: -13.18442 14.09081 0.43339
F: -18.29973 10.96512 4.19020
F: -24.63199 9.14918 2.02713
C: -16.53758 9.71940 -1.01482
H: -13.63341 12.26410 5.02595
F: -22.82536 9.18987 0.74455
H: -27.09755 19.45020 6.49422
H: -17.30659 8.97970 -0.86266
C: -15.51613 9.68351 -1.99746
C: -16.78830 10.91120 -0.31525
C: -21.68207 16.99528 -2.79045
F: -17.26868 9.82594 2.60555
C: -12.23959 12.91255 3.46610
F: -14.24483 18.68596 -2.89339
C: -20.14038 18.61142 -2.30650
C: -14.65996 17.64615 -2.14551
C: -24.20369 12.57514 -1.11687
H: -28.73839 22.86593 4.60041
S: -22.48177 9.97509 3.36970
C: -25.21316 21.28663 1.28795
C: -15.50618 15.54696 -0.52161
S: -19.83573 9.89654 2.32561
C: -18.37867 9.87729 3.43586
C: -20.40947 19.27684 -3.49231

Löwdin atomic charge list, values in e, 4 entries:
1. H 0.11
2. H 0.11
3. S 0.87
4. C -0.14



DFT (ωB97M-V/def2-TZVPD) results for C49H40Br2N5O4Ti as an isolated structure in a non-equilibrium geometry.

Summary:
Highest occupied orbital energy   -0.387 Eh
Charge   +1
Orbital gap   6.836 eV

CARTESIAN COORDINATES (ANGSTROEM)
H: -5.41727 7.34981 2.92329
C: 9.06424 1.68180 0.59953
N: 0.00035 -0.89163 -2.10543
H: 9.71563 1.51217 -0.25884
C: 0.38020 -0.30137 -3.17921
C: 1.23456 1.62212 -4.43769
H: 0.89448 3.87614 -1.31173
H: 2.73276 -1.57523 -1.99245
H: 1.61932 4.83659 -3.48521
Br: -2.83390 1.49270 -0.60878
N: -0.84744 1.82323 1.68943
H: -0.97388 -5.17091 -3.64304
C: 1.16538 0.88506 2.44886
C: 5.50722 0.33198 0.61935
H: 9.21672 2.71304 0.92255
H: 4.37252 3.42160 -2.06677
C: -2.02370 -3.65594 -0.79643
H: 4.03099 -3.64155 -1.98451
Ti: 0.41805 -0.26478 -0.09625
H: -3.27203 8.51306 3.32310
C: -1.67429 2.78475 1.67439
O: 0.41940 -1.49045 4.00275
C: -2.81384 -3.80982 0.36610
C: 2.07244 -1.02751 5.60781
H: 5.43990 -1.26056 2.03841
C: 3.48614 0.91562 5.42335
N: 4.46603 -6.61238 -0.23098
H: 7.28583 -0.01753 1.73976
H: -2.03591 -0.88497 1.86663
H: -1.73364 3.51072 2.48564
C: -1.88944 -4.64652 -1.80082
C: -1.09873 -4.40927 -2.88603
C: 3.85198 -5.64168 -0.22326
C: 1.40305 -3.01130 0.75839
C: -2.12297 7.09400 2.19694
C: -2.86609 -2.81397 1.30150
H: 4.28116 1.53907 5.80781
C: 2.85640 1.23487 4.23264
H: -4.17037 3.98473 -0.36591
C: 1.00096 3.25414 -2.19048
C: 0.74519 1.88698 -2.07208
C: -4.49966 6.95181 2.51086
C: 4.94927 1.06692 -0.44944
C: -0.56858 -2.19325 -2.10372
H: 3.28072 1.35919 -1.80678
O: 0.40739 1.38367 -0.89132
O: 0.69524 -0.18145 1.65162
C: 1.40559 3.77973 -3.39769
C: 1.54155 2.95580 -4.52051
C: 4.74842 -0.70002 1.41115
H: 0.10821 2.44074 3.38268
H: 0.68474 -2.86751 1.55876
H: -1.24561 5.54592 0.99631
H: 7.66936 2.85764 -1.39207
H: -3.37392 -4.72641 0.50750
H: 0.30366 -0.81807 -4.13669
N: -1.33110 -1.49380 0.04819
O: 2.69620 0.36220 -0.17229
C: 7.05827 2.15818 -0.83259
C: -3.35771 5.25738 1.22688
H: 5.97440 3.37993 -2.79350
C: 5.18949 2.76098 -2.36414
C: -3.42001 4.01980 0.41489
C: 5.73865 1.97350 -1.19533
C: -4.53260 5.79276 1.75254
C: 3.08403 -4.41937 -0.22191
C: 2.54740 -2.29811 -1.20316
N: -0.03668 1.64911 2.76461
H: 4.00090 -0.24207 2.05963
C: 3.55970 0.92532 -0.83720
C: -2.15517 5.92978 1.44278
C: 3.29050 -3.46435 -1.21508
C: -3.29452 7.60329 2.73814
H: 0.18967 -3.01342 -3.91463
H: -1.18454 7.60986 2.35273
C: 1.82492 0.45068 3.72330
H: 4.21482 -1.39645 0.76531
H: 1.98050 -4.92864 1.54433
H: -5.47525 5.28926 1.57425
H: -3.46848 -2.90456 2.19338
H: 3.17457 2.10876 3.67156
C: 0.82863 1.06920 -3.21126
Br: 2.12389 3.69601 -6.15179
C: -1.33863 -2.44594 -0.94041
H: 4.81526 2.11261 -3.15898
H: -2.40921 -5.58882 -1.68660
H: 1.29574 0.99087 -5.31560
C: -2.63742 2.95415 0.58737
H: 3.57468 -0.50531 7.03191
H: 9.37904 1.02156 1.40506
H: 1.75187 -1.92201 6.12538
C: 7.62563 1.45773 0.23017
C: -0.43605 -3.16837 -3.04446
C: 6.84172 0.54916 0.92976
C: 2.13568 -4.19095 0.76783
C: -2.07924 -1.66870 1.11893
H: 1.88734 1.46024 1.85716
C: 3.08723 -0.22896 6.10611
C: 1.43285 -0.68583 4.42364
H: 0.17828 -1.21927 3.10265
C: 1.59060 -2.03588 -0.22051

Löwdin atomic charge list, values in e, 4 entries:
1. H 0.11
2. C -0.03
3. N 0.02
4. H 0.09



Calculated energy above the lowest of the compared OMol25 structures with the same formula, charge and spin, 67.6, 4.7 kcal per mole (same order as the records).